Entry 1:
12 unconnected molecules or ions with the total composition C34H97N5O12, computed with ωB97M-V/def2-TZVPD.

**E_tot**: -2530.0795 hartree
**Structure (SMILES)**: COC[C@H](C)N.COC[C@H](C)N.COC[C@H](C)N.COC[C@H](C)N.COC[C@H](C)N.CCO.CCO.CCO.CCO.CCO.CCO.CCO
**HOMO**: -8.96 eV
**LUMO energy**: 0.31 eV
**M**: 768.2 g/mol
**Relative energy (zero: lowest compared OMol25 entry of this formula, charge and spin)**: 0.9803 eV

Last column: Löwdin charge in e.
Cartesian coordinates (Å):
1 C 3.84262 -30.48085 22.68563  -0.11
2 O 4.18576 -29.44399 21.80182  -0.20
3 C 3.20200 -29.21915 20.81510  -0.21
4 C 3.68679 -28.01797 20.00072  -0.43
5 C 3.57102 -26.72701 20.78559  -0.06
6 N 2.87246 -27.80422 18.80281  0.03
7 H 2.87260 -30.27216 23.14722  0.09
8 H 4.60364 -30.53998 23.46155  0.07
9 H 3.77697 -31.48228 22.24598  0.09
10 H 3.11539 -30.13594 20.21469  0.13
11 H 2.19790 -29.01457 21.20958  0.13
12 H 4.71127 -28.24109 19.68028  0.13
13 H 3.96948 -25.87588 20.22493  0.05
14 H 4.10146 -26.74149 21.74377  0.07
15 H 2.55558 -26.41661 21.03949  0.08
16 H 2.83986 -28.63463 18.21323  0.07
17 H 3.34085 -27.12130 18.19490  0.02
18 C 6.86701 -26.15996 20.04513  -0.12
19 O 8.10834 -25.61563 19.69344  -0.17
20 C 8.98159 -25.48769 20.78784  -0.20
21 C 10.28514 -24.87708 20.35116  -0.40
22 C 11.07698 -25.59706 19.24650  -0.05
23 N 11.19198 -24.82305 21.51662  0.08
24 H 6.10529 -25.86673 19.32017  0.06
25 H 6.49024 -25.86695 21.02982  0.08
26 H 6.90350 -27.25477 19.99690  0.09
27 H 8.49819 -24.82321 21.51758  0.13
28 H 9.20310 -26.44548 21.27939  0.12
29 H 10.17118 -23.87239 19.92960  0.10
30 H 12.06490 -25.15171 19.15361  0.07
31 H 10.54415 -25.70721 18.30332  0.06
32 H 11.20966 -26.62745 19.60025  0.08
33 H 11.92853 -24.13947 21.36367  0.04
34 H 10.64220 -24.35623 22.24414  0.05
35 C -0.13869 -24.65282 15.73689  -0.10
36 O 1.04473 -25.22078 15.19768  -0.19
37 C 1.89768 -25.76495 16.19192  -0.21
38 C 3.33734 -25.42950 15.83468  -0.42
39 C 3.78686 -26.23071 14.62852  -0.06
40 N 4.22400 -25.81243 16.94125  0.04
41 H 0.11258 -23.86817 16.45579  0.06
42 H -0.70467 -25.45685 16.21646  0.09
43 H -0.73272 -24.20414 14.94451  0.09
44 H 1.65609 -25.33078 17.16931  0.12
45 H 1.75237 -26.84915 16.22889  0.13
46 H 3.41338 -24.35824 15.60965  0.14
47 H 4.83990 -26.04612 14.39208  0.08
48 H 3.22810 -25.98006 13.72484  0.08
49 H 3.70705 -27.30864 14.78168  0.08
50 H 4.06332 -25.23908 17.76946  0.05
51 H 5.16072 -25.55984 16.63824  0.08
52 C 14.58673 -26.32131 21.02500  -0.11
53 O 15.84454 -26.80097 20.63884  -0.20
54 C 16.61344 -25.89791 19.86891  -0.21
55 C 18.06784 -26.34056 19.90975  -0.44
56 C 18.98859 -25.42437 19.13261  -0.07
57 N 18.20749 -27.72388 19.39792  0.03
58 H 14.03011 -27.10343 21.54255  0.08
59 H 13.94693 -25.99406 20.19940  0.07
60 H 14.71943 -25.51168 21.75355  0.09
61 H 16.24669 -25.96163 18.83238  0.13
62 H 16.43914 -24.86696 20.20132  0.12
63 H 18.42478 -26.37818 20.94203  0.14
64 H 18.75063 -24.36548 19.28903  0.07
65 H 18.92394 -25.56321 18.05257  0.08
66 H 20.00995 -25.52726 19.49505  0.08
67 H 17.52590 -28.25997 19.94226  0.07
68 H 17.73616 -27.74485 18.48912  0.07
69 C 5.99854 -23.05542 18.37901  -0.10
70 O 4.59266 -23.14504 18.53767  -0.21
71 C 4.08480 -21.99515 19.16516  -0.24
72 C 2.56544 -22.01370 19.22330  -0.45
73 C 1.86732 -21.94189 17.87621  -0.05
74 N 2.04856 -20.98445 20.11728  0.04
75 H 6.43655 -24.01930 18.13695  0.07
76 H 6.45701 -22.72456 19.32085  0.09
77 H 6.26253 -22.28257 17.65106  0.09
78 H 4.48545 -21.93792 20.18906  0.12
79 H 4.41691 -21.05362 18.69283  0.13
80 H 2.39581 -23.02708 19.61641  0.14
81 H 0.80422 -22.13487 17.99080  0.07
82 H 2.36513 -22.64200 17.20148  0.07
83 H 1.98527 -20.94583 17.43754  0.08
84 H 2.53114 -21.08591 21.01010  0.07
85 H 2.35519 -20.06671 19.79775  0.07
86 C 11.91807 -21.49969 22.85861  -0.09
87 C 13.15290 -22.33406 22.60295  -0.30
88 O 13.47719 -22.30993 21.20647  -0.09
89 H 11.97893 -20.46091 22.53595  0.08
90 H 11.71453 -21.57280 23.93017  0.07
91 H 11.04781 -21.93354 22.36123  0.05
92 H 12.96273 -23.36698 22.89333  0.10
93 H 13.97189 -21.91637 23.19413  0.12
94 H 14.19225 -21.68880 21.05643  0.08
95 C 6.72403 -27.60793 23.32826  -0.08
96 C 7.43815 -28.75581 24.06070  -0.29
97 O 7.84781 -28.27444 25.34586  -0.08
98 H 6.33150 -28.06895 22.42005  0.06
99 H 7.44082 -26.80079 23.16213  0.06
100 H 5.94585 -27.12542 23.91944  0.08
101 H 8.32592 -29.03114 23.48759  0.08
102 H 6.77007 -29.61944 24.08629  0.10
103 H 7.66522 -28.96848 25.98633  0.08
104 C 10.95505 -28.24526 16.98730  -0.10
105 C 11.35617 -29.34865 16.01690  -0.31
106 O 11.61999 -30.55591 16.73941  -0.09
107 H 11.82389 -27.85382 17.51443  0.07
108 H 10.14134 -28.54374 17.64593  0.08
109 H 10.59194 -27.36743 16.43809  0.06
110 H 12.32233 -29.12469 15.55737  0.11
111 H 10.60770 -29.51070 15.23772  0.11
112 H 10.86753 -31.14819 16.67466  0.08
113 C 11.82301 -24.66423 15.42050  -0.10
114 C 12.67379 -23.76050 14.51642  -0.30
115 O 13.03650 -24.48445 13.34451  -0.08
116 H 11.72840 -24.30988 16.44801  0.04
117 H 12.29850 -25.64778 15.46952  0.07
118 H 10.81692 -24.88195 15.05162  0.08
119 H 13.54774 -23.47279 15.09449  0.11
120 H 12.07832 -22.88645 14.24227  0.11
121 H 12.21884 -24.65669 12.86864  0.08
122 C 8.28281 -21.89959 23.96473  -0.08
123 C 9.16621 -22.64692 24.94295  -0.30
124 O 9.95703 -23.60817 24.22376  -0.12
125 H 8.79202 -21.21572 23.28635  0.06
126 H 7.62205 -21.29813 24.59490  0.08
127 H 7.75245 -22.61926 23.34138  0.07
128 H 8.56669 -23.15625 25.69829  0.11
129 H 9.88617 -21.98751 25.43680  0.10
130 H 10.03876 -24.44599 24.68976  0.09
131 C 11.02626 -21.52324 18.63753  -0.08
132 C 9.94438 -22.18948 17.79014  -0.34
133 O 9.66414 -21.52798 16.57853  -0.06
134 H 11.20183 -22.08619 19.55017  0.04
135 H 10.77485 -20.48265 18.86597  0.08
136 H 11.95560 -21.43746 18.06764  0.08
137 H 9.06337 -22.29866 18.43663  0.10
138 H 10.27140 -23.21239 17.60647  0.08
139 H 9.60496 -20.58400 16.75442  0.08
140 C 11.02747 -29.61590 23.85218  -0.09
141 C 11.10971 -28.67469 22.66456  -0.34
142 O 11.48995 -27.40263 23.16035  -0.10
143 H 10.63087 -30.58838 23.55631  0.08
144 H 10.40673 -29.19802 24.64341  0.06
145 H 12.04590 -29.74204 24.22277  0.08
146 H 10.12524 -28.54771 22.18712  0.09
147 H 11.76273 -29.09316 21.88904  0.11
148 H 11.51560 -26.76708 22.42979  0.02



Entry 2:
C6H8 in the gas phase, computed with ωB97M-V/def2-TZVPD.

**E_tot**: -233.2703 hartree
**Structure (SMILES)**: C#C[C@@H]1C[C@@H]1C
**HOMO**: -9.15 eV
**LUMO energy**: 1.14 eV
**M**: 80.1 g/mol
**Relative energy (zero: lowest compared OMol25 entry of this formula, charge and spin)**: 3.1762 eV

Last column: Löwdin charge in e.
Cartesian coordinates (Å):
1 C -0.12590 -2.12641 -1.60193  0.12
2 C 0.12002 -1.02053 -1.15896  -0.08
3 C 0.49438 0.38737 -0.76476  -0.38
4 C 1.33226 0.42138 0.36681  -0.09
5 C -0.18658 0.98387 0.32526  -0.25
6 C -1.32924 0.28927 1.02241  -0.04
7 H -0.23008 -3.00939 -2.13929  0.01
8 H 0.91805 1.08179 -1.65622  0.20
9 H 1.44644 -0.41897 1.14560  0.14
10 H 2.20427 1.06669 0.33136  0.09
11 H -0.02778 2.00628 0.42237  0.11
12 H -1.02549 0.21442 2.03943  0.07
13 H -2.22379 0.84094 0.92116  0.07
14 H -1.36657 -0.71671 0.74676  0.05



Entry 3:
A molecular structure, C6H4Cl2CrFeN2O3, computed with ωB97M-V/def2-TZVPD.

**<S²>**: 20.381
**E_tot**: -3792.9707 hartree
**HOMO (alpha / beta)**: -22.03 / -21.87 eV
**LUMO energy (alpha / beta)**: -19.25 / -17.20 eV
**M**: 330.9 g/mol
**Multiplicity**: 9
**Net charge**: +4

Last column: Löwdin charge in e.
Cartesian coordinates (Å):
1 Cr 2.80061 4.15142 -2.90088  0.82
2 Fe -0.66601 -0.48853 1.89493  0.79
3 Cl 1.93681 2.09543 -2.65313  0.39
4 Cl -0.17946 1.56046 1.43231  0.24
5 C -0.02495 -0.84488 3.68447  0.04
6 C 3.84789 4.91985 -4.35124  0.07
7 C 2.66562 5.74641 -1.82598  0.07
8 O 0.63859 -1.09584 4.61248  0.28
9 O 4.45982 5.59766 -5.08465  0.32
10 O 2.59017 6.74557 -1.20506  0.32
11 N -1.74023 -3.82994 0.07679  0.17
12 C -2.91111 -3.62448 0.83098  0.07
13 C -2.71476 -2.47851 1.54242  -0.03
14 N -1.42751 -1.99665 1.22381  -0.16
15 C -0.87231 -2.83938 0.31968  -0.06
16 H -1.44883 -4.58593 -0.53650  0.20
17 H -3.72673 -4.32279 0.80826  0.16
18 H -3.34273 -1.95886 2.25271  0.14
19 H 0.11511 -2.75100 -0.12138  0.17



Entry 4:
3 unconnected molecules or ions with the total composition C2H10NO3, computed with ωB97M-V/def2-TZVPD.

**E_tot**: -362.6972 hartree
**HOMO**: -3.70 eV
**LUMO energy**: 4.27 eV
**M**: 96.1 g/mol
**Relative energy (zero: lowest compared OMol25 entry of this formula, charge and spin)**: 0.2775 eV
**Net charge**: -1

Last column: Löwdin charge in e.
Cartesian coordinates (Å):
1 C 1.47045 -1.07423 -1.40872  -0.17
2 N 0.45621 -1.48830 -0.44202  -0.13
3 C -0.58653 -0.44719 -0.27045  -0.49
4 O -0.20389 0.66928 0.42546  -0.32
5 H 2.12441 -0.30028 -1.00587  0.06
6 H 2.08487 -1.92795 -1.72195  0.05
7 H 0.97593 -0.70765 -2.31507  0.07
8 H 0.89908 -1.59890 0.46298  0.06
9 H -0.91566 -0.22227 -1.30583  0.08
10 H -1.46551 -0.94623 0.19561  0.09
11 H -1.47339 2.89719 -0.88168  0.02
12 H -1.77690 1.58800 -0.24861  -0.01
13 O -2.14180 2.19759 -0.92880  -0.12
14 H 0.55321 0.09696 1.68084  -0.03
15 H 0.47248 -0.11698 3.24279  0.00
16 O 1.06260 -0.25469 2.49197  -0.16